(1)
Entry from the OMol25 dataset: a structure of composition C53H49BF14Ge2N6O5PSn in a non-equilibrium geometry (the ωB97M-V functional and the def2-TZVPD basis).

Geometry (Å):
Sn  1.02  0.65  -1.74
C  -1.44  2.53  5.12
C  -0.93  1.36  4.28
Ge  -1.19  1.63  2.29
C  0.19  2.88  1.52
C  -0.18  4.34  1.76
C  -3.08  1.99  1.99
C  -3.96  1.20  1.39
Ge  -3.33  -0.35  0.22
C  -3.37  -0.34  -1.83
C  -4.75  -0.28  -2.46
C  -3.70  -2.31  0.75
C  -4.74  -3.02  -0.11
C  -5.41  1.42  1.42
C  -5.98  2.33  2.32
C  -7.34  2.59  2.29
C  -8.16  1.94  1.39
C  -7.62  0.99  0.53
C  -6.27  0.73  0.56
H  -1.22  2.34  6.17
H  -2.52  2.64  5.01
H  -0.97  3.46  4.83
H  -1.47  0.46  4.57
H  0.13  1.21  4.48
H  0.29  2.71  0.45
H  1.15  2.66  2.00
H  -1.17  4.54  1.38
H  0.52  4.99  1.23
H  -0.14  4.59  2.82
H  -3.45  2.87  2.51
H  -2.86  -1.27  -2.12
H  -2.80  0.49  -2.21
H  -5.41  -1.06  -2.12
H  -4.64  -0.37  -3.54
H  -5.20  0.69  -2.27
H  -4.01  -2.33  1.79
H  -2.75  -2.84  0.66
H  -5.72  -2.56  0.01
H  -4.81  -4.06  0.20
H  -4.47  -3.01  -1.16
H  -5.37  2.84  3.05
H  -7.77  3.30  2.98
H  -9.22  2.16  1.35
H  -8.26  0.46  -0.16
H  -5.85  -0.02  -0.10
N  -5.02  -7.02  -7.09
C  -4.25  -6.43  -6.49
C  -3.30  -5.68  -5.75
C  -3.72  -4.58  -4.99
C  -2.79  -3.82  -4.32
C  -1.44  -4.15  -4.39
C  -1.02  -5.26  -5.11
C  -1.95  -6.02  -5.79
N  -0.47  -3.32  -3.80
C  0.74  -2.99  -4.36
C  1.31  -2.07  -3.55
N  0.49  -1.83  -2.48
C  -0.57  -2.60  -2.66
H  -4.77  -4.33  -4.95
H  -3.10  -2.95  -3.76
H  0.02  -5.53  -5.14
H  -1.64  -6.89  -6.35
H  1.07  -3.42  -5.29
H  2.25  -1.56  -3.66
H  -1.38  -2.70  -1.96
F  -2.82  2.98  -1.98
B  -1.58  2.52  -1.79
F  -1.56  1.65  -0.63
F  -1.17  1.68  -2.86
F  -0.60  3.45  -1.63
O  -1.89  -0.99  2.51
N  -1.17  -0.20  1.52
F  8.03  1.28  4.78
C  6.87  1.90  5.04
F  7.13  3.20  5.10
F  6.51  1.51  6.27
C  5.80  1.55  4.03
C  4.93  2.53  3.57
C  3.92  2.17  2.70
C  3.76  0.85  2.29
C  4.66  -0.12  2.74
C  5.67  0.23  3.62
P  2.38  0.41  1.14
C  3.25  -0.90  0.19
C  4.23  -0.43  -0.69
C  4.91  -1.29  -1.51
C  4.61  -2.65  -1.46
C  3.64  -3.13  -0.59
C  2.96  -2.26  0.24
C  5.26  -3.64  -2.38
F  5.77  -4.69  -1.71
F  4.35  -4.16  -3.23
F  6.24  -3.13  -3.12
C  1.29  -0.58  2.23
C  1.58  -0.80  3.52
C  0.76  -1.59  4.41
C  -0.36  -2.17  3.97
C  -0.85  -1.97  2.57
C  0.00  -1.11  1.63
C  -1.28  -2.95  4.87
F  -0.75  -3.19  6.06
F  -1.60  -4.14  4.33
F  -2.44  -2.30  5.07
H  5.04  3.55  3.89
H  3.24  2.93  2.34
H  4.56  -1.14  2.41
H  6.36  -0.51  3.98
H  4.45  0.63  -0.73
H  5.65  -0.91  -2.20
H  3.42  -4.18  -0.56
H  2.23  -2.65  0.93
H  2.49  -0.40  3.95
H  1.09  -1.72  5.43
H  -1.20  -2.92  2.14
H  0.21  -1.56  0.64
F  4.93  7.08  -3.00
C  4.39  5.94  -2.55
C  3.71  5.14  -3.41
N  3.12  3.98  -2.99
C  2.57  3.04  -3.93
C  3.21  1.66  -3.58
O  4.39  1.60  -3.33
O  2.38  0.68  -3.51
C  3.13  3.62  -1.68
O  2.53  2.64  -1.24
N  3.84  4.42  -0.85
C  4.57  5.59  -1.15
O  5.20  6.14  -0.30
H  3.60  5.41  -4.45
H  2.83  3.33  -4.95
H  1.49  2.94  -3.82
H  3.88  4.13  0.12

## Properties
E_HOMO: -11.1 eV
Charge: +1
Electronic energy: -8886.28021 hartree
LUMO: -0.1258 hartree
Frontier orbital gap: 0.2826 hartree
ΔE to the lowest compared entry with this formula, charge and spin: 265.77 kJ/mol


(2)
Entry from the OMol25 dataset: a structure of composition C23H49Br16ClO2P in a non-equilibrium geometry (the ωB97M-V functional and the def2-TZVPD basis).

Geometry (Å):
C  0.30  -0.17  -1.41
C  -0.81  -0.02  -0.24
C  -0.43  1.20  0.75
C  -0.25  2.53  -0.19
O  -0.97  3.68  0.34
P  -1.10  3.25  2.05
C  -0.83  3.14  3.94
C  0.68  3.33  4.43
C  1.46  4.56  3.78
Cl  2.75  4.04  2.54
O  -1.41  1.54  1.77
H  1.35  0.06  -1.03
H  0.05  0.65  -2.16
H  0.22  -1.17  -1.94
H  -0.78  -1.00  0.35
H  -1.85  0.11  -0.70
H  0.48  0.84  1.32
H  0.88  2.65  -0.22
H  -0.74  2.39  -1.22
H  -2.52  3.56  2.14
H  -0.92  4.69  2.24
H  0.30  2.91  1.91
H  -1.13  2.07  4.24
H  -1.56  3.83  4.51
H  1.31  2.40  4.26
H  0.62  3.55  5.57
H  0.80  5.36  3.33
H  2.05  5.08  4.62
Br  -0.29  -1.50  4.87
C  -1.98  -1.54  3.90
C  -2.37  -2.94  3.52
Br  -1.32  -3.57  2.00
H  -1.87  -0.87  3.04
H  -2.71  -1.11  4.59
H  -3.40  -2.98  3.19
H  -2.22  -3.67  4.32
Br  4.58  0.97  -1.56
C  4.62  -0.62  -2.69
C  4.22  -0.30  -4.11
Br  2.29  -0.07  -4.25
H  3.98  -1.36  -2.22
H  5.66  -0.97  -2.66
H  4.46  -1.13  -4.77
H  4.68  0.61  -4.49
Br  0.72  -6.41  0.62
C  1.12  -7.73  1.99
C  -0.14  -8.25  2.64
Br  -0.86  -6.95  3.91
H  1.81  -7.27  2.69
H  1.63  -8.54  1.46
H  0.07  -9.14  3.23
H  -0.94  -8.47  1.93
Br  1.09  -4.28  -4.40
C  -0.44  -4.17  -5.60
C  -0.85  -2.73  -5.83
Br  -1.82  -2.02  -4.29
H  -1.23  -4.78  -5.17
H  -0.11  -4.63  -6.53
H  -1.54  -2.67  -6.66
H  0.00  -2.07  -6.01
Br  -5.62  -2.02  1.95
C  -6.97  -3.34  1.51
C  -7.37  -4.15  2.73
Br  -6.02  -5.48  3.17
H  -6.57  -3.95  0.70
H  -7.82  -2.77  1.14
H  -8.28  -4.72  2.53
H  -7.52  -3.54  3.62
Br  -1.88  -0.61  -6.60
C  -0.98  1.12  -6.55
C  -1.95  2.24  -6.25
Br  -3.02  2.68  -7.81
H  -0.47  1.24  -7.51
H  -0.24  1.03  -5.75
H  -1.41  3.15  -6.00
H  -2.64  2.00  -5.44
Br  -0.17  4.96  8.15
C  1.41  4.41  9.15
C  2.61  4.30  8.24
Br  2.54  2.67  7.18
H  1.16  3.48  9.65
H  1.56  5.20  9.89
H  3.53  4.22  8.83
H  2.71  5.13  7.55
Br  2.60  3.70  -6.91
C  4.42  3.21  -6.45
C  5.42  4.03  -7.23
Br  5.58  3.39  -9.07
H  4.52  2.14  -6.62
H  4.51  3.41  -5.38
H  6.42  3.91  -6.81
H  5.17  5.08  -7.27

## Properties
E_HOMO: -4.2 eV
Charge: -1
Electronic energy: -43041.85546 hartree
LUMO: 0.0612 hartree
Frontier orbital gap: 0.2148 hartree


Please write out number 2 again, unchanged.
Entry from the OMol25 dataset: a structure of composition C23H49Br16ClO2P in a non-equilibrium geometry (the ωB97M-V functional and the def2-TZVPD basis).

Geometry (Å):
C  0.30  -0.17  -1.41
C  -0.81  -0.02  -0.24
C  -0.43  1.20  0.75
C  -0.25  2.53  -0.19
O  -0.97  3.68  0.34
P  -1.10  3.25  2.05
C  -0.83  3.14  3.94
C  0.68  3.33  4.43
C  1.46  4.56  3.78
Cl  2.75  4.04  2.54
O  -1.41  1.54  1.77
H  1.35  0.06  -1.03
H  0.05  0.65  -2.16
H  0.22  -1.17  -1.94
H  -0.78  -1.00  0.35
H  -1.85  0.11  -0.70
H  0.48  0.84  1.32
H  0.88  2.65  -0.22
H  -0.74  2.39  -1.22
H  -2.52  3.56  2.14
H  -0.92  4.69  2.24
H  0.30  2.91  1.91
H  -1.13  2.07  4.24
H  -1.56  3.83  4.51
H  1.31  2.40  4.26
H  0.62  3.55  5.57
H  0.80  5.36  3.33
H  2.05  5.08  4.62
Br  -0.29  -1.50  4.87
C  -1.98  -1.54  3.90
C  -2.37  -2.94  3.52
Br  -1.32  -3.57  2.00
H  -1.87  -0.87  3.04
H  -2.71  -1.11  4.59
H  -3.40  -2.98  3.19
H  -2.22  -3.67  4.32
Br  4.58  0.97  -1.56
C  4.62  -0.62  -2.69
C  4.22  -0.30  -4.11
Br  2.29  -0.07  -4.25
H  3.98  -1.36  -2.22
H  5.66  -0.97  -2.66
H  4.46  -1.13  -4.77
H  4.68  0.61  -4.49
Br  0.72  -6.41  0.62
C  1.12  -7.73  1.99
C  -0.14  -8.25  2.64
Br  -0.86  -6.95  3.91
H  1.81  -7.27  2.69
H  1.63  -8.54  1.46
H  0.07  -9.14  3.23
H  -0.94  -8.47  1.93
Br  1.09  -4.28  -4.40
C  -0.44  -4.17  -5.60
C  -0.85  -2.73  -5.83
Br  -1.82  -2.02  -4.29
H  -1.23  -4.78  -5.17
H  -0.11  -4.63  -6.53
H  -1.54  -2.67  -6.66
H  0.00  -2.07  -6.01
Br  -5.62  -2.02  1.95
C  -6.97  -3.34  1.51
C  -7.37  -4.15  2.73
Br  -6.02  -5.48  3.17
H  -6.57  -3.95  0.70
H  -7.82  -2.77  1.14
H  -8.28  -4.72  2.53
H  -7.52  -3.54  3.62
Br  -1.88  -0.61  -6.60
C  -0.98  1.12  -6.55
C  -1.95  2.24  -6.25
Br  -3.02  2.68  -7.81
H  -0.47  1.24  -7.51
H  -0.24  1.03  -5.75
H  -1.41  3.15  -6.00
H  -2.64  2.00  -5.44
Br  -0.17  4.96  8.15
C  1.41  4.41  9.15
C  2.61  4.30  8.24
Br  2.54  2.67  7.18
H  1.16  3.48  9.65
H  1.56  5.20  9.89
H  3.53  4.22  8.83
H  2.71  5.13  7.55
Br  2.60  3.70  -6.91
C  4.42  3.21  -6.45
C  5.42  4.03  -7.23
Br  5.58  3.39  -9.07
H  4.52  2.14  -6.62
H  4.51  3.41  -5.38
H  6.42  3.91  -6.81
H  5.17  5.08  -7.27

## Properties
E_HOMO: -4.2 eV
Charge: -1
Electronic energy: -43041.85546 hartree
LUMO: 0.0612 hartree
Frontier orbital gap: 0.2148 hartree


> What is the E_HOMO in the second record?

-4.2 eV


> What is the frontier orbital gap in the first record?

0.2826 hartree